Record 1
Computed, not measured: a cluster of 4 separate species, C18H31F9NO8P in total, with ωB97M-V/def2-TZVPD.

Geometry as XYZ:
```
68
Properties=species:S:1:pos:R:3:forces:R:3
N 0.569 -0.790 1.545 -0.151 0.224 -0.523
P 1.125 -1.672 0.187 0.749 -0.434 0.457
O -0.199 -1.831 -0.766 -0.008 0.324 0.151
C 2.129 -0.446 -0.850 0.364 0.408 -0.215
C 1.417 0.224 -2.011 -0.028 -0.130 0.361
C 0.510 1.376 -1.636 0.655 0.035 -0.392
O -0.764 0.914 -1.253 -0.555 -0.015 0.210
C -1.633 1.957 -0.901 0.974 -0.205 -0.254
C -1.600 2.294 0.597 -0.178 0.646 0.065
F -0.399 1.986 1.141 -0.487 -0.025 -0.275
F -1.742 3.656 0.692 0.026 -0.296 0.111
C -2.734 1.697 1.507 0.909 -0.178 0.477
F -2.209 1.552 2.748 -0.145 0.103 -0.176
F -3.759 2.567 1.597 -0.048 -0.187 -0.243
C -3.285 0.312 1.081 -0.805 -0.035 0.684
F -3.729 -0.301 2.208 0.214 0.019 -0.316
F -2.312 -0.457 0.562 -0.171 0.295 -0.134
C -4.513 0.423 0.125 -0.293 -0.204 0.588
F -5.631 0.519 0.894 0.130 -0.014 -0.137
F -4.605 -0.716 -0.586 0.068 0.227 -0.123
C 3.032 0.497 0.002 -1.162 0.071 -0.244
C 4.447 -0.114 0.001 -1.107 -0.794 0.707
C 5.385 0.388 -1.121 0.009 0.277 -0.526
C 4.850 1.594 -1.862 0.422 0.248 0.581
O 5.162 2.728 -1.593 -0.259 -0.323 -0.357
C 4.989 -0.149 1.440 0.674 -0.043 0.135
C 6.402 0.331 1.635 -0.110 -0.353 -0.509
F 6.489 1.673 1.297 0.067 0.380 0.220
C 4.062 -1.536 -0.476 0.847 -0.214 0.245
O 4.520 -2.594 -0.131 -0.422 0.983 -0.670
O 3.110 -1.346 -1.444 -0.154 -1.087 0.080
H 1.015 -1.110 2.389 -0.072 -0.197 0.157
H -0.436 -0.751 1.633 -0.003 0.139 0.054
H -0.490 -2.740 -0.698 -0.174 -0.321 -0.145
H 2.187 0.617 -2.666 0.159 0.078 -0.171
H 0.869 -0.526 -2.570 -0.190 -0.028 -0.148
H 0.449 2.021 -2.516 -0.370 0.127 -0.130
H 0.967 1.982 -0.856 -0.006 0.058 0.262
H -1.313 2.866 -1.405 -0.148 0.309 -0.051
H -2.626 1.717 -1.259 -0.234 -0.063 0.101
H -4.516 1.305 -0.507 0.223 -0.075 -0.339
H 2.563 0.543 0.982 0.469 0.038 0.369
H 2.958 1.512 -0.380 0.260 0.135 -0.095
H 6.384 0.626 -0.787 0.066 0.114 0.285
H 5.482 -0.392 -1.872 0.087 -0.177 -0.119
H 4.144 1.353 -2.675 -0.067 0.212 -0.137
H 4.359 0.409 2.116 -0.285 0.276 0.009
H 4.958 -1.175 1.802 0.011 -0.239 -0.039
H 7.089 -0.197 0.977 0.203 -0.159 -0.004
H 6.730 0.190 2.658 0.032 0.129 0.250
C -4.026 -2.893 -2.428 -0.161 -0.279 -0.234
O -3.999 -3.602 -3.666 0.169 0.160 0.068
H -3.243 -2.140 -2.455 0.042 -0.001 -0.067
H -4.991 -2.404 -2.288 0.015 0.026 0.116
H -3.839 -3.571 -1.591 -0.010 0.094 0.095
H -4.692 -4.264 -3.638 -0.051 -0.070 -0.031
C 2.604 1.161 4.881 -0.145 -0.008 -0.169
O 2.343 0.700 3.557 0.055 -0.034 0.211
H 3.653 0.976 5.094 0.017 -0.014 -0.031
H 2.409 2.233 4.967 0.039 0.001 0.062
H 1.994 0.623 5.611 0.042 0.024 0.056
H 1.416 0.865 3.360 -0.026 0.058 -0.169
C -8.463 -1.901 -2.004 0.143 0.143 0.161
O -7.649 -1.985 -0.839 -0.083 -0.109 -0.161
H -8.814 -2.904 -2.232 0.008 -0.029 0.023
H -9.329 -1.255 -1.834 -0.036 -0.030 -0.072
H -7.893 -1.524 -2.858 -0.063 -0.026 -0.052
H -7.337 -1.100 -0.634 0.062 0.035 0.107
```
Forces are in eV/Å.

2S+1 = 1
gap between HOMO and LUMO = 8.659 eV
E_tot = -70783.018 eV
E_LUMO = 0.0101 Ha
charge = 0
HOMO = -8.386 eV

natural (NBO) population analysis, charges in e, atoms 1 to 8: number 1, N, carries -1.206; number 2, P, carries 1.219; number 3, O, carries -0.970; number 4, C, carries -0.026; number 5, C, carries -0.443; number 6, C, carries -0.067; number 7, O, carries -0.519; number 8, C, carries -0.129

Record 2
Computed, not measured: a structure of composition C18H31FIrN3O3Si2, with ωB97M-V/def2-TZVPD.

Geometry as XYZ:
```
59
Properties=species:S:1:pos:R:3:forces:R:3
Ir 0.216 -0.315 -0.417 -0.174 -0.230 1.301
C -0.206 -3.724 -1.336 -0.150 0.680 -0.590
Si -0.739 -2.601 -2.780 -1.200 -1.686 -0.001
C -2.634 -2.318 -2.748 1.015 0.026 -0.038
C -0.173 -3.305 -4.460 -0.140 0.365 0.654
N 0.041 -1.050 -2.476 0.491 1.163 0.910
C 0.438 -0.193 -3.422 0.174 0.192 -0.104
C -0.129 -0.123 -4.718 0.061 0.086 -0.279
C 0.345 0.758 -5.660 -0.313 -0.224 -0.112
C 1.407 1.614 -5.379 -0.003 -0.094 0.234
C 1.993 1.586 -4.120 0.072 -0.043 0.290
C 1.502 0.715 -3.182 0.327 0.273 0.263
F 2.091 0.666 -1.955 -0.126 0.032 -0.512
H -0.929 -4.524 -1.207 -0.191 -0.108 -0.014
H -0.151 -3.171 -0.398 -0.054 -0.040 0.096
H 0.760 -4.184 -1.514 0.222 0.005 -0.065
H -3.121 -3.220 -2.399 -0.101 -0.236 0.072
H -3.027 -2.082 -3.731 -0.022 0.050 -0.226
H -2.904 -1.512 -2.076 -0.044 0.123 0.154
H 0.057 -4.362 -4.370 0.032 -0.156 0.114
H 0.721 -2.803 -4.818 0.188 0.024 -0.068
H -0.939 -3.208 -5.224 -0.141 0.079 -0.076
H -0.974 -0.755 -4.932 -0.119 -0.111 -0.113
H -0.112 0.784 -6.637 -0.083 0.017 -0.064
H 1.771 2.300 -6.126 0.052 0.052 -0.088
H 2.825 2.226 -3.871 0.070 0.038 0.065
C -1.520 -2.746 4.569 0.467 0.642 -0.222
Si -0.332 -1.278 4.336 -0.219 0.291 0.915
C 1.036 -1.291 5.666 -0.536 -0.091 -0.784
C -1.204 0.429 4.363 0.283 -0.817 -0.071
C 0.348 -1.309 2.600 -0.098 -0.113 0.238
C 0.520 -1.130 1.397 0.048 0.638 -1.310
H -1.805 -2.856 5.611 0.019 0.084 0.167
H -1.060 -3.676 4.252 0.141 -0.141 -0.055
H -2.426 -2.610 3.987 -0.138 0.055 -0.141
H 0.583 -1.272 6.653 -0.150 0.002 0.136
H 1.691 -0.431 5.584 0.102 0.191 -0.073
H 1.645 -2.185 5.597 0.124 -0.214 -0.007
H -1.834 0.536 5.239 -0.118 -0.021 0.211
H -1.825 0.552 3.482 -0.163 -0.020 -0.174
H -0.478 1.237 4.376 0.218 0.084 0.009
O -2.158 -1.050 0.507 0.433 0.180 -0.301
N -2.692 -0.017 0.149 -0.786 -0.076 0.263
O -2.071 0.820 -0.483 0.812 -0.179 -0.243
C 1.376 4.565 2.267 0.432 0.134 0.298
N 0.652 3.653 1.407 0.016 -0.424 -0.301
C -0.700 4.037 1.053 -0.482 -0.059 -0.218
C 1.166 2.528 0.913 0.449 0.362 0.569
C 2.484 2.016 1.414 -0.056 -0.045 -0.136
O 0.528 1.894 0.050 -0.610 -1.015 -0.797
H 0.749 5.434 2.458 0.018 -0.086 -0.018
H 2.291 4.912 1.782 -0.047 0.007 0.094
H 1.625 4.103 3.224 -0.001 0.060 -0.023
H -1.271 4.210 1.967 0.028 0.012 -0.099
H -1.156 3.230 0.478 -0.019 0.226 0.133
H -0.695 4.949 0.453 -0.004 -0.018 0.034
H 3.114 2.776 1.858 0.040 0.069 0.059
H 3.013 1.534 0.595 -0.007 0.029 -0.050
H 2.278 1.241 2.153 -0.035 -0.023 0.094
```
Forces are in eV/Å.

2S+1 = 6
gap between HOMO and LUMO (alpha / beta) = 9.540 / 6.297 eV
E_tot = -51081.748 eV
E_LUMO (alpha / beta) = -0.0748 / -0.2088 Ha
charge = +1
HOMO (alpha / beta) = -11.575 / -11.979 eV

natural (NBO) population analysis, charges in e, atoms 1 to 8: number 1, Ir, carries 1.341; number 2, C, carries -1.101; number 3, Si, carries 1.721; number 4, C, carries -1.094; number 5, C, carries -1.114; number 6, N, carries -0.836; number 7, C, carries 0.046; number 8, C, carries -0.157

Record 3
Computed, not measured: a structure of composition C18H31GeN3O2OsSSeSi, with ωB97M-V/def2-TZVPD.

Geometry as XYZ:
```
59
Properties=species:S:1:pos:R:3:forces:R:3
Os 0.123 0.505 -0.030 0.633 -0.107 0.607
C 5.100 2.186 1.303 0.106 0.065 0.059
Si 4.267 3.746 1.892 -0.083 0.053 0.034
C 4.668 5.224 0.826 0.010 -0.156 0.012
C 4.609 4.046 3.701 0.019 -0.099 -0.136
C 2.342 3.558 1.781 0.139 0.305 0.181
C 1.544 4.488 2.483 0.155 -0.091 -0.042
C 0.168 4.418 2.489 -0.042 -0.006 0.015
C -0.455 3.386 1.797 -0.069 -0.063 -0.009
N 0.264 2.505 1.120 -0.190 0.000 -0.048
C 1.611 2.607 1.099 -0.043 -0.001 -0.008
S 2.274 1.358 0.063 -0.310 -0.123 -0.289
H 6.148 2.249 1.607 0.036 0.012 0.003
H 5.099 2.069 0.221 -0.025 0.015 -0.076
H 4.698 1.280 1.758 -0.058 -0.008 0.051
H 5.736 5.437 0.867 0.075 0.002 0.018
H 4.147 6.123 1.150 -0.063 0.057 0.059
H 4.413 5.046 -0.219 -0.020 -0.018 -0.045
H 5.684 4.165 3.846 0.058 0.003 -0.012
H 4.292 3.202 4.313 -0.026 -0.049 0.018
H 4.139 4.946 4.093 -0.061 0.093 0.000
H 2.024 5.281 3.041 0.048 0.031 0.018
H -0.431 5.136 3.029 -0.023 0.048 0.020
H -1.530 3.272 1.782 -0.024 -0.031 -0.011
C -2.944 -1.969 2.708 -0.071 -0.024 -0.034
N -1.528 -1.582 2.705 0.080 0.071 -0.118
C -0.695 -1.882 3.784 0.138 0.039 0.040
C 0.584 -1.487 3.848 0.015 -0.026 0.023
C 1.188 -0.707 2.766 0.052 -0.047 0.174
O 2.292 -0.222 2.727 -0.014 -0.042 0.054
N 0.302 -0.537 1.694 -0.090 0.053 -0.242
C -0.988 -0.901 1.708 -0.042 -0.079 -0.057
O -1.604 -0.481 0.643 -0.177 0.052 -0.119
H -3.024 -2.972 3.121 -0.026 0.021 -0.014
H -3.307 -1.967 1.685 -0.029 0.007 0.043
H -3.518 -1.267 3.311 -0.020 -0.030 -0.016
H -1.174 -2.455 4.565 0.033 -0.007 0.036
H 1.194 -1.731 4.704 0.019 -0.005 0.019
C 2.479 1.513 -6.005 -0.019 -0.012 0.071
Ge 2.192 0.782 -4.225 0.061 0.010 -0.055
C 3.746 1.072 -3.071 -0.057 0.009 -0.045
C 1.711 -1.109 -4.243 -0.006 0.045 0.025
C 0.660 1.898 -3.530 0.009 -0.136 0.005
Se -0.631 1.231 -2.241 -0.123 0.137 -0.315
C -1.458 -0.267 -3.166 -0.035 0.030 0.059
H 3.379 1.088 -6.448 0.029 -0.043 0.016
H 2.606 2.594 -5.963 0.002 0.028 0.011
H 1.641 1.288 -6.663 -0.042 -0.010 -0.006
H 4.649 0.939 -3.666 0.009 -0.011 -0.040
H 3.793 0.355 -2.254 -0.022 -0.039 0.057
H 3.768 2.083 -2.665 -0.009 0.038 0.010
H 2.567 -1.687 -4.588 0.053 0.014 -0.017
H 0.884 -1.317 -4.920 -0.026 0.008 -0.024
H 1.461 -1.474 -3.245 0.004 -0.005 0.028
H 0.014 2.196 -4.359 0.052 -0.002 -0.015
H 1.029 2.817 -3.073 0.032 -0.002 0.012
H -0.753 -1.087 -3.257 -0.053 0.053 -0.001
H -1.760 0.108 -4.142 0.000 -0.027 0.030
H -2.333 -0.550 -2.585 0.033 -0.003 -0.018
```
Forces are in eV/Å.

2S+1 = 5
gap between HOMO and LUMO (alpha / beta) = 8.881 / 6.306 eV
E_tot = -170762.009 eV
E_LUMO (alpha / beta) = -0.2267 / -0.3262 Ha
charge = +2
HOMO (alpha / beta) = -15.049 / -15.182 eV

natural (NBO) population analysis, charges in e, atoms 1 to 8: number 1, Os, carries 1.173; number 2, C, carries -1.137; number 3, Si, carries 1.613; number 4, C, carries -1.113; number 5, C, carries -1.116; number 6, C, carries -0.375; number 7, C, carries -0.106; number 8, C, carries -0.209

Record 4
Computed, not measured: a structure of composition C18H31IrO4, with ωB97M-V/def2-TZVPD.

Geometry as XYZ:
```
54
Properties=species:S:1:pos:R:3:forces:R:3
Ir 0.035 0.042 0.041 0.465 -0.145 -0.433
C -2.842 1.028 0.382 0.021 -0.140 -0.120
C -2.165 1.363 1.727 -0.022 0.038 -0.015
O -1.001 0.525 1.943 -0.007 -0.073 0.121
C -1.258 -0.616 2.826 0.121 -0.133 -0.075
C -0.163 -1.626 2.581 -0.089 0.111 -0.019
O -0.149 -1.805 1.143 -0.036 0.077 0.073
C 0.413 -3.027 0.615 0.057 0.032 0.142
C 0.177 -3.018 -0.908 0.036 -0.119 -0.089
O -0.504 -1.816 -1.327 0.019 0.163 0.092
C -1.939 -1.994 -1.486 -0.053 -0.034 -0.027
C -2.563 -0.627 -1.456 0.090 0.031 0.020
O -2.069 -0.040 -0.226 -0.407 0.223 0.230
H -2.853 1.891 -0.283 -0.033 -0.002 0.002
H -3.860 0.664 0.512 -0.001 -0.012 0.023
H -2.849 1.225 2.562 -0.004 0.011 0.009
H -1.813 2.390 1.747 0.011 0.022 -0.010
H -2.231 -1.041 2.576 0.005 0.013 -0.022
H -1.258 -0.257 3.855 0.018 -0.011 0.000
H -0.400 -2.575 3.064 -0.020 0.010 0.015
H 0.819 -1.284 2.915 -0.005 -0.008 -0.009
H -0.093 -3.858 1.104 -0.005 -0.002 -0.009
H 1.477 -3.068 0.856 0.002 -0.022 0.002
H -0.413 -3.881 -1.214 -0.012 0.017 -0.003
H 1.119 -3.056 -1.446 -0.037 0.036 0.003
H -2.319 -2.599 -0.662 0.009 0.006 0.005
H -2.131 -2.500 -2.433 0.023 0.012 -0.010
H -3.650 -0.689 -1.411 -0.003 -0.042 -0.014
H -2.266 0.001 -2.298 -0.014 -0.022 -0.002
C 1.023 0.895 -1.717 0.007 -0.084 -0.035
C 1.998 0.132 -0.946 -0.101 0.422 0.237
C 2.111 0.758 0.348 -0.228 -0.188 -0.156
C 1.234 1.909 0.360 -0.023 -0.048 -0.089
C 0.541 1.978 -0.904 0.147 -0.060 0.108
C -0.403 3.045 -1.343 -0.083 -0.104 0.024
C 1.126 2.869 1.481 0.002 0.020 -0.006
C 3.048 0.402 1.448 0.062 -0.016 -0.057
C 2.846 -0.958 -1.488 0.081 -0.016 0.061
C 0.675 0.642 -3.138 -0.043 0.105 0.006
H -1.203 2.636 -1.959 0.021 0.058 -0.028
H 0.134 3.777 -1.953 0.047 -0.018 0.001
H -0.836 3.581 -0.500 -0.004 0.005 -0.005
H 1.228 2.388 2.452 -0.010 -0.006 -0.002
H 0.214 3.458 1.447 -0.012 0.006 0.011
H 1.961 3.574 1.382 0.010 -0.017 -0.002
H 2.569 0.428 2.427 -0.015 0.023 -0.018
H 3.846 1.152 1.469 0.031 -0.040 0.007
H 3.512 -0.570 1.297 -0.010 -0.012 0.004
H 3.069 -1.727 -0.749 0.003 -0.006 0.000
H 3.805 -0.511 -1.774 -0.003 -0.007 0.004
H 2.424 -1.404 -2.386 -0.017 -0.021 0.041
H 1.440 1.125 -3.757 -0.001 -0.017 -0.004
H -0.281 1.085 -3.414 0.009 0.002 0.003
H 0.670 -0.417 -3.384 0.003 -0.016 0.016
```
Forces are in eV/Å.

2S+1 = 2
gap between HOMO and LUMO (alpha / beta) = 8.825 / 8.274 eV
E_tot = -30168.044 eV
E_LUMO (alpha / beta) = -0.4104 / -0.4507 Ha
charge = +3
HOMO (alpha / beta) = -19.993 / -20.538 eV

natural (NBO) population analysis, charges in e, atoms 1 to 8: number 1, Ir, carries 1.280; number 2, C, carries -0.092; number 3, C, carries -0.095; number 4, O, carries -0.547; number 5, C, carries -0.091; number 6, C, carries -0.092; number 7, O, carries -0.572; number 8, C, carries -0.090

| no. | strongest force on any atom (eV/A) |
| --- | --- |
| 1 | 1.534 |
| 2 | 2.069 |
| 3 | 0.883 |
| 4 | 0.651 |